No. 1
{"formula": "C49H43KN6O8", "method": "ωB97M-V/def2-TZVPD", "charge": -2, "fmax_ev_per_a": 1.84, "symbols": ["K", "O", "C", "C", "C", "C", "C", "C", "C", "O", "N", "N", "C", "C", "C", "C", "C", "C", "N", "H", "H", "H", "H", "H", "H", "H", "H", "H", "H", "O", "C", "C", "O", "O", "C", "C", "C", "C", "C", "C", "C", "C", "C", "C", "C", "C", "H", "H", "H", "H", "H", "H", "H", "H", "H", "H", "H", "C", "O", "C", "C", "C", "C", "C", "C", "N", "C", "N", "C", "C", "C", "C", "C", "C", "O", "C", "N", "C", "C", "C", "C", "C", "C", "O", "C", "H", "H", "H", "H", "H", "H", "H", "H", "H", "H", "H", "H", "H", "H", "H", "H", "H", "H", "H", "H", "H", "H"], "coordinates": [[1.12271, -0.15076, 0.33167], [1.01749, 4.39844, 1.46270], [2.26416, 4.77940, 1.76239], [2.46258, 6.11987, 2.11135], [3.72569, 6.58089, 2.42930], [4.81864, 5.71505, 2.40717], [4.61542, 4.38606, 2.06601], [3.35365, 3.89265, 1.74171], [3.15044, 2.45260, 1.35327], [2.00115, 2.11503, 0.93431], [4.22754, 1.68732, 1.44126], [3.92748, 0.35994, 1.35055], [4.88092, -0.39003, 0.97135], [4.70426, -1.86122, 0.99694], [5.78406, -2.70447, 0.74069], [5.60491, -4.07496, 0.83270], [4.36012, -4.56998, 1.18407], [3.33699, -3.65360, 1.40148], [3.49639, -2.33909, 1.30119], [1.07971, 3.45077, 1.18531], [1.60029, 6.77659, 2.11254], [3.86197, 7.62518, 2.69069], [5.81176, 6.07265, 2.65101], [5.43841, 3.68465, 2.03456], [5.84685, 0.02327, 0.68159], [6.74803, -2.27964, 0.48506], [6.43152, -4.74891, 0.63827], [4.17500, -5.63274, 1.27130], [2.33171, -3.98316, 1.65285], [-0.31665, 1.92082, -0.72161], [-0.00816, 2.24701, -2.07964], [0.75581, 1.06042, -2.78700], [0.89583, 1.15368, -4.01402], [1.17474, 0.18318, -1.98839], [0.90150, 3.48126, -2.05805], [0.35838, 4.73875, -1.80923], [1.17461, 5.84612, -1.62425], [2.55603, 5.70767, -1.67671], [3.10877, 4.45695, -1.92161], [2.28762, 3.35241, -2.11690], [-1.33657, 2.52069, -2.77028], [-1.37356, 2.99348, -4.08111], [-2.58562, 3.21097, -4.72007], [-3.78781, 2.96779, -4.05923], [-3.75679, 2.50800, -2.75135], [-2.53722, 2.28681, -2.11232], [0.54066, 1.77423, -0.29365], [-0.71863, 4.84308, -1.73234], [0.73233, 6.81230, -1.40864], [3.19810, 6.56307, -1.50139], [4.18564, 4.33216, -1.93696], [2.72898, 2.37528, -2.28491], [-0.43863, 3.15800, -4.60057], [-2.59258, 3.56554, -5.74453], [-4.73450, 3.13582, -4.56098], [-4.68262, 2.31503, -2.22034], [-2.50472, 1.92918, -1.09240], [-6.51980, -2.85999, -1.40781], [-5.48929, -3.01932, -0.45495], [-4.59248, -4.03363, -0.67571], [-4.81508, -5.09672, -1.53360], [-3.82870, -6.06967, -1.70065], [-2.63645, -5.95564, -1.00701], [-2.42194, -4.88893, -0.13995], [-3.39365, -3.91555, 0.03994], [-3.23981, -2.83702, 0.90262], [-1.96916, -2.23535, 1.18656], [-1.88647, -1.95615, 2.51106], [-0.87011, -1.27700, 3.29146], [0.39489, -1.00561, 2.79841], [1.25012, -0.37990, 3.73743], [0.87295, -0.05327, 5.03262], [-0.41994, -0.35283, 5.48145], [-1.28620, -0.97517, 4.59689], [-2.59320, -1.32343, 4.93020], [-2.96112, -1.19848, 6.28138], [-1.07982, -2.00780, 0.29129], [-1.42579, -2.05942, -1.07057], [-2.44767, -1.26153, -1.59605], [-2.74382, -1.24387, -2.95139], [-2.01177, -2.03629, -3.82695], [-0.98381, -2.82309, -3.32570], [-0.68644, -2.83092, -1.97331], [0.32933, -3.65302, -1.53710], [1.59317, -2.97377, -1.43913], [-7.02637, -1.92743, -1.17106], [-7.24196, -3.68064, -1.36051], [-6.10622, -2.80282, -2.41812], [-5.74074, -5.16634, -2.08875], [-3.99469, -6.89027, -2.38764], [-1.84585, -6.68206, -1.15314], [-1.46933, -4.77379, 0.36427], [-4.03123, -2.21869, 0.95942], [-2.66208, -2.30938, 3.04276], [2.27305, -0.14902, 3.43232], [1.56732, 0.43512, 5.71215], [-0.72497, -0.09692, 6.48599], [-3.96042, -1.62032, 6.37914], [-2.98634, -0.15149, 6.59945], [-2.27156, -1.73973, 6.93605], [-2.98315, -0.61174, -0.91240], [-3.51260, -0.57610, -3.32421], [-2.21080, -2.01321, -4.89119], [-0.37377, -3.43703, -3.97897], [2.35871, -3.74112, -1.33598], [1.62465, -2.33322, -0.56164], [1.77564, -2.36201, -2.32417]], "atomic_forces_ev_per_a": [[0.298, -1.312, 1.249], [-0.102, 0.325, 0.102], [-0.088, 0.027, -0.009], [0.063, 0.004, 0.020], [0.030, -0.029, -0.018], [-0.110, -0.049, -0.024], [0.027, 0.043, 0.016], [0.068, -0.075, -0.131], [0.100, 0.278, -0.120], [0.202, 0.289, 0.320], [-0.240, -0.041, 0.117], [-0.076, 0.463, -0.301], [-0.015, -0.638, 0.105], [0.004, 0.448, -0.012], [0.143, -0.156, -0.020], [0.120, 0.086, -0.015], [-0.086, 0.010, 0.002], [-0.011, 0.205, -0.037], [-0.109, -0.243, 0.028], [0.101, -0.237, -0.043], [0.026, -0.027, -0.001], [0.007, -0.010, 0.001], [-0.008, 0.000, 0.000], [0.007, 0.005, 0.010], [0.111, -0.008, 0.013], [-0.022, -0.020, -0.008], [0.004, 0.003, -0.003], [-0.001, 0.006, 0.008], [0.029, 0.039, -0.005], [0.160, 0.165, -0.178], [-0.278, 0.120, 0.006], [-0.044, -0.243, 0.114], [0.064, -0.039, 0.112], [0.040, 0.383, -1.443], [-0.022, 0.014, 0.023], [0.001, 0.032, -0.015], [0.051, -0.075, -0.026], [-0.038, -0.048, -0.005], [-0.075, -0.008, -0.008], [-0.005, 0.014, 0.026], [0.197, -0.047, 0.061], [-0.023, -0.007, -0.102], [0.003, -0.036, 0.075], [0.101, -0.005, 0.004], [0.138, -0.007, 0.024], [-0.170, 0.030, -0.007], [-0.218, 0.798, -0.186], [0.038, -0.004, -0.004], [0.005, -0.011, -0.004], [0.001, -0.007, 0.006], [-0.027, 0.003, -0.001], [-0.042, 0.064, 0.003], [-0.029, -0.010, 0.024], [-0.003, 0.009, 0.000], [0.011, 0.001, 0.002], [0.009, 0.001, 0.005], [-0.030, 0.000, -0.027], [0.107, -0.038, 0.023], [-0.224, 0.096, -0.063], [-0.099, -0.078, -0.116], [0.086, -0.016, 0.059], [-0.003, 0.088, 0.043], [0.009, 0.044, 0.019], [0.105, -0.061, 0.002], [0.059, 0.162, 0.032], [-0.058, -0.217, 0.029], [0.105, 0.123, 0.133], [0.332, 0.094, -0.182], [-0.169, -0.173, -0.158], [-0.027, -0.140, 0.422], [-0.085, -0.047, 0.048], [-0.095, -0.082, -0.076], [0.088, -0.050, -0.177], [0.054, 0.112, 0.096], [-0.186, -0.085, 0.220], [0.059, 0.035, -0.141], [-0.048, -0.069, -0.145], [-0.120, 0.062, 0.107], [0.015, 0.029, 0.015], [0.109, -0.041, 0.030], [0.006, 0.016, 0.092], [-0.059, 0.059, -0.058], [0.022, -0.063, -0.011], [0.245, 0.044, 0.065], [-0.203, -0.063, -0.087], [0.023, 0.013, 0.036], [-0.018, -0.012, 0.012], [0.007, 0.008, -0.009], [0.014, 0.002, 0.003], [0.004, 0.010, 0.015], [-0.030, 0.025, 0.011], [-0.030, -0.011, -0.029], [-0.043, 0.009, -0.056], [-0.018, -0.029, 0.038], [-0.103, 0.040, 0.014], [-0.003, -0.005, -0.009], [-0.015, 0.009, 0.038], [-0.021, -0.016, -0.025], [0.006, 0.039, -0.001], [0.017, -0.038, 0.017], [-0.007, -0.005, -0.032], [0.021, -0.016, 0.013], [-0.006, 0.002, 0.009], [-0.029, 0.022, 0.014], [-0.021, -0.058, -0.005], [-0.039, -0.212, 0.009], [-0.018, 0.005, -0.004]], "mulliken_charge": [1.43, -0.75, 0.34, -0.58, -0.29, -0.70, -0.41, 0.06, 0.29, -0.30, -1.00, 0.57, -0.83, 0.90, -0.92, -0.26, -0.82, -0.17, 0.20, 0.17, 0.43, 0.35, 0.38, 0.45, 0.22, 0.38, 0.38, 0.39, 0.36, -0.66, 3.74, -0.70, -0.80, -0.60, -0.36, -0.33, -0.75, -0.40, -0.74, -0.07, -0.82, -0.22, -0.83, -0.39, -0.82, -0.27, -0.38, 0.38, 0.34, 0.38, 0.32, 0.51, 0.45, 0.36, 0.36, 0.39, 0.52, -0.99, -0.45, 0.86, -0.47, -0.71, -0.68, -0.54, 0.42, -0.16, -0.53, 0.07, -0.35, -0.16, -0.24, -1.22, -0.41, 0.87, -0.42, -1.00, 0.25, 1.06, -0.02, -1.09, -0.78, -0.29, -0.11, -0.66, 0.23, 0.27, 0.32, 0.41, 0.33, 0.35, 0.37, 0.38, 0.27, 0.35, 0.17, 0.38, 0.31, 0.25, 0.33, 0.41, 0.45, 0.46, 0.37, 0.44, 0.38, -0.59, 0.26]}

***

No. 2
{"formula": "C49H43N2P2S2SbTc", "method": "ωB97M-V/def2-TZVPD", "charge": 0, "s2": 0.876, "multiplicity": 2, "relative_energy_ev": 0.142, "fmax_ev_per_a": 4.58, "symbols": ["Tc", "S", "P", "C", "P", "S", "C", "C", "C", "C", "C", "C", "C", "C", "C", "C", "C", "C", "C", "C", "C", "C", "C", "C", "C", "C", "C", "C", "C", "C", "H", "H", "H", "H", "H", "H", "H", "H", "H", "H", "H", "H", "H", "H", "H", "H", "H", "H", "H", "H", "N", "C", "C", "C", "C", "C", "C", "H", "H", "H", "H", "H", "C", "C", "C", "C", "C", "C", "Sb", "C", "C", "C", "C", "C", "C", "C", "C", "C", "C", "C", "C", "H", "H", "H", "H", "H", "H", "H", "H", "H", "H", "H", "H", "H", "H", "H", "N", "H", "H", "H"], "coordinates": [[-0.39797, -0.93668, 0.58378], [-0.62117, -3.59958, -1.35652], [0.64383, -2.24408, -2.04092], [0.47083, -0.63378, -1.33502], [-0.96177, 0.24652, -1.83202], [-2.44257, -0.10668, -0.53242], [-1.55517, 0.02592, -3.53312], [-2.28637, -1.11708, -3.83302], [-2.67007, -1.35458, -5.13902], [-2.32697, -0.45448, -6.13572], [-1.60077, 0.68392, -5.82992], [-1.20217, 0.92462, -4.52992], [-0.52187, 2.01162, -1.73032], [-1.52097, 2.97282, -1.63782], [-1.17957, 4.31002, -1.56352], [0.15263, 4.68912, -1.58822], [1.14783, 3.73212, -1.70282], [0.81323, 2.39282, -1.76902], [2.38213, -2.66928, -1.68582], [3.18053, -1.85058, -0.90102], [4.53153, -2.12178, -0.77642], [5.08363, -3.21178, -1.43072], [4.27553, -4.05698, -2.17572], [2.92513, -3.78768, -2.30312], [0.69713, -2.21308, -3.86792], [0.07183, -3.20678, -4.60842], [0.09903, -3.15408, -5.99082], [0.74363, -2.11018, -6.63312], [1.37293, -1.12098, -5.89282], [1.35123, -1.16988, -4.51172], [-2.53457, -1.81778, -3.04342], [-3.22607, -2.24748, -5.38452], [-2.62177, -0.64258, -7.15792], [-1.33837, 1.38422, -6.60722], [-0.61707, 1.79892, -4.28402], [-2.55917, 2.66662, -1.61342], [-1.95087, 5.06242, -1.49342], [0.41543, 5.73422, -1.51562], [2.18333, 4.03522, -1.74892], [1.57343, 1.62652, -1.85302], [2.72263, -1.01028, -0.39402], [5.15993, -1.47748, -0.17772], [6.14243, -3.41188, -1.34962], [4.70243, -4.91798, -2.66962], [2.27763, -4.43408, -2.88172], [-0.43957, -4.01088, -4.09492], [-0.39667, -3.91808, -6.57142], [0.75573, -2.05958, -7.71232], [1.86753, -0.30118, -6.39442], [1.83113, -0.40348, -3.91572], [0.61283, -2.10298, 1.48108], [0.87203, -3.28588, 2.00448], [2.07293, -4.00798, 1.79928], [2.22353, -5.26718, 2.33468], [1.22903, -5.84148, 3.11588], [0.06993, -5.11868, 3.38078], [-0.11317, -3.86938, 2.84698], [2.83773, -3.56778, 1.17708], [3.12813, -5.82118, 2.12788], [1.35103, -6.83608, 3.51338], [-0.70437, -5.53868, 4.00708], [-1.02237, -3.30228, 3.01248], [-1.78857, 1.31412, 7.41108], [-0.63517, 1.87832, 6.88938], [-0.33117, 1.71882, 5.54708], [-1.18617, 1.01822, 4.71278], [-2.32797, 0.43942, 5.24528], [-2.63027, 0.58342, 6.58928], [-0.81597, 0.83632, 2.59088], [-2.61127, 1.91902, 2.03698], [-3.83307, 1.26492, 2.13618], [-5.00097, 1.88142, 1.72978], [-4.95867, 3.16202, 1.20678], [-3.74177, 3.80172, 1.05798], [-2.57167, 3.18312, 1.46748], [0.52783, 2.48522, 2.34748], [0.31263, 3.68802, 3.00498], [1.16693, 4.75822, 2.80608], [2.24253, 4.63162, 1.94298], [2.46423, 3.43212, 1.28708], [1.60643, 2.36372, 1.48608], [-2.03597, 1.45222, 8.45398], [0.03243, 2.44222, 7.52828], [0.57513, 2.14912, 5.14658], [-2.99347, -0.13218, 4.61068], [-3.52177, 0.12112, 6.99318], [-3.86757, 0.24852, 2.50958], [-5.94097, 1.35602, 1.80108], [-5.87137, 3.65142, 0.90098], [-3.70157, 4.78342, 0.60668], [-1.62397, 3.68942, 1.33018], [-0.52987, 3.78742, 3.67618], [0.99343, 5.69002, 3.32598], [2.90613, 5.46832, 1.78028], [3.30863, 3.32732, 0.62148], [1.76393, 1.42002, 0.97068], [1.64553, -0.26868, 3.61568], [2.43393, 0.21822, 4.02838], [1.94963, -0.67258, 2.72948], [1.42953, -1.05668, 4.21998]], "atomic_forces_ev_per_a": [[1.962, -2.059, 1.396], [-0.087, -0.225, -0.096], [0.260, 0.278, 0.679], [-1.771, 0.204, -0.296], [1.481, 0.352, -0.877], [-0.023, -0.371, 0.573], [0.061, 0.018, 0.401], [-0.165, 0.093, 0.089], [-0.087, 0.016, -0.063], [-0.071, 0.024, -0.018], [-0.038, 0.081, -0.134], [-0.086, 0.000, 0.116], [-0.192, -0.235, -0.048], [0.009, -0.096, -0.043], [-0.069, 0.103, -0.044], [0.076, 0.053, 0.006], [-0.002, 0.166, -0.091], [-0.039, -0.145, -0.133], [-0.215, 0.067, -0.061], [-0.108, 0.065, -0.010], [0.166, -0.019, 0.057], [0.057, -0.043, 0.097], [0.026, -0.123, -0.077], [-0.020, 0.004, 0.079], [-0.150, 0.078, 0.257], [0.122, -0.066, 0.092], [0.103, -0.027, -0.129], [0.064, -0.025, -0.015], [0.097, 0.060, -0.052], [0.080, -0.132, 0.052], [0.001, -0.015, -0.013], [-0.044, -0.076, -0.010], [-0.037, -0.024, -0.081], [0.044, 0.076, -0.128], [0.019, 0.096, -0.039], [-0.045, 0.020, 0.044], [-0.095, 0.065, 0.043], [0.025, 0.101, -0.021], [0.094, 0.014, 0.045], [0.018, -0.034, 0.060], [0.068, 0.073, -0.094], [0.046, 0.050, 0.053], [0.077, -0.016, 0.011], [0.038, -0.064, -0.031], [0.047, -0.064, -0.080], [-0.059, 0.022, 0.063], [-0.038, -0.097, -0.037], [-0.014, -0.013, -0.091], [0.043, 0.051, -0.043], [0.025, 0.092, -0.031], [-1.546, 3.401, -2.653], [-0.003, -2.577, 1.929], [-0.565, 0.797, -0.296], [0.050, -0.290, 0.109], [-0.061, 0.286, -0.063], [-0.040, -0.358, 0.202], [0.312, 0.443, -0.590], [0.089, 0.005, -0.073], [0.070, -0.018, -0.002], [0.045, -0.106, 0.068], [-0.030, -0.097, 0.028], [0.027, -0.055, 0.059], [-0.028, 0.064, 0.067], [0.012, 0.016, 0.080], [0.210, 0.046, -0.100], [0.109, -0.467, -0.508], [-0.136, -0.123, -0.111], [-0.077, -0.047, 0.066], [-0.211, 0.952, -0.097], [0.397, -0.174, 0.086], [0.089, -0.030, 0.123], [-0.104, -0.111, 0.055], [-0.065, 0.069, -0.096], [-0.047, 0.125, -0.053], [0.153, 0.016, 0.132], [-0.222, -0.393, 0.030], [-0.116, 0.007, 0.103], [-0.019, 0.123, 0.055], [0.085, 0.001, -0.048], [0.128, 0.019, 0.026], [-0.013, -0.268, 0.036], [0.015, -0.035, 0.072], [0.001, 0.006, 0.004], [0.098, 0.039, 0.008], [-0.061, -0.010, 0.023], [-0.017, 0.024, 0.001], [-0.096, -0.080, 0.022], [-0.124, -0.046, 0.048], [-0.078, 0.036, -0.067], [0.009, 0.105, 0.006], [-0.061, 0.015, -0.023], [-0.069, 0.086, 0.041], [-0.019, 0.065, 0.017], [0.072, 0.063, 0.000], [0.064, -0.001, -0.083], [0.049, 0.063, -0.081], [0.136, -0.157, -0.060], [-0.032, 0.044, -0.005], [-0.025, 0.136, 0.180], [-0.009, 0.035, 0.009]], "mulliken_spin": [1.25, 0.02, 0.05, 0.03, -0.05, 0.01, 0.02, 0.00, 0.00, 0.00, 0.00, 0.00, 0.05, 0.00, 0.00, 0.00, 0.00, 0.01, 0.01, 0.01, 0.01, 0.00, 0.00, 0.00, -0.01, 0.00, 0.00, 0.00, 0.00, 0.00, 0.00, 0.00, 0.00, 0.00, 0.00, 0.00, 0.00, 0.00, 0.00, -0.01, 0.00, 0.00, 0.00, 0.00, 0.00, 0.00, 0.00, 0.00, 0.00, 0.00, -0.29, 0.03, -0.06, 0.03, -0.07, 0.04, -0.05, -0.01, 0.00, 0.00, 0.00, 0.00, 0.00, 0.00, 0.00, -0.01, 0.00, 0.00, -0.04, -0.01, 0.01, 0.00, 0.00, 0.00, 0.00, 0.00, 0.00, 0.00, 0.00, 0.00, 0.01, 0.00, 0.00, 0.00, 0.00, 0.00, 0.00, 0.00, 0.00, 0.00, 0.00, 0.00, 0.00, 0.00, 0.00, 0.00, -0.01, 0.00, 0.00, 0.00]}

***

It is found that the total energy values, taken in the order of the records, are -3423.47427 -3802.62008 Ha.